Formula: C13H16NP
Source: the OMol25 dataset
Level of theory: ωB97M-V with the def2-TZVPD basis set

The geometry in ORCA input format:
```
! wB97M-V def2-TZVPD RIJCOSX def2/J DEFGRID3
* xyz 0 3
C -0.665 -3.042 -0.697
C -1.118 -1.866 4.408
C -0.445 -2.816 3.629
C -2.052 -0.995 3.801
C -0.512 -2.724 2.184
C -2.134 -0.978 2.450
C -1.308 -1.741 1.624
C 0.958 1.929 -2.391
C 1.427 0.467 -2.749
C 0.792 2.031 -0.900
C 0.360 -0.596 -2.334
C -0.202 0.939 -0.397
C 0.142 -0.503 -0.794
N -0.072 -3.968 -1.018
P -1.555 -1.601 -0.195
H -1.046 -1.804 5.504
H 0.211 -3.611 3.990
H -2.660 -0.464 4.492
H -0.129 -3.537 1.651
H -2.932 -0.341 2.026
H 1.656 2.623 -2.911
H -0.047 2.017 -2.861
H 1.621 0.526 -3.775
H 2.263 0.215 -2.202
H 1.867 1.840 -0.594
H 0.418 3.016 -0.500
H -0.571 -0.212 -2.844
H 0.681 -1.534 -2.729
H -0.151 0.849 0.650
H -1.261 1.130 -0.547
H 0.967 -1.030 -0.323
*
```

expectation value of S²	2.030
LUMO energy (spin up / spin down)	0.8 / -3.7	eV
molecular weight	217.25	Da
relative energy (zero: lowest compared OMol25 entry of this formula, charge and spin)	50.0	kJ/mol
electronic energy	-900.858598	Ha

Mulliken atomic charge list, values in e, 2 entries: C 0.4278; C -0.5216

---

Formula: C13H17BrCdO
Source: the OMol25 dataset
Level of theory: ωB97M-V with the def2-TZVPD basis set

The geometry in ORCA input format:
```
! wB97M-V def2-TZVPD RIJCOSX def2/J DEFGRID3
* xyz -2 1
C 0.680 2.568 1.438
C -0.101 1.719 2.294
C 0.564 0.422 2.365
H -1.094 1.961 2.762
C 1.749 0.489 1.519
C 1.818 1.816 0.962
H 2.588 2.152 0.216
H 0.402 3.613 1.138
H 0.198 -0.488 2.908
H 2.482 -0.345 1.361
Cd -0.311 0.407 0.190
Br -2.458 -0.543 1.206
C -1.117 0.481 -2.094
C 0.176 1.134 -2.231
C 0.080 2.433 -1.621
H 1.099 0.669 -2.675
C -1.255 2.590 -1.087
C -2.004 1.397 -1.392
H -3.066 1.177 -1.101
H -1.382 -0.556 -2.428
H 0.932 3.155 -1.505
H -1.634 3.438 -0.454
C 0.553 -2.767 1.071
C 0.574 -2.471 -0.399
C -0.652 -2.864 -1.167
O 0.979 -1.167 -0.679
H -0.297 -2.285 1.558
H 1.473 -2.437 1.560
H 0.444 -3.845 1.181
H 1.449 -2.928 -0.847
H -1.539 -2.342 -0.796
H -0.534 -2.648 -2.231
H -0.795 -3.934 -1.022
*
```

LUMO energy	5.7	eV
molecular weight	381.59	Da
relative energy (zero: lowest compared OMol25 entry of this formula, charge and spin)	67.3	kJ/mol
electronic energy	-3322.459398	Ha

Mulliken atomic charge list, values in e, 2 entries: C -0.3609; C -0.6910

---

Formula: C13H17BrNdO
Source: the OMol25 dataset
Level of theory: ωB97M-V with the def2-TZVPD basis set

The geometry in ORCA input format:
```
! wB97M-V def2-TZVPD RIJCOSX def2/J DEFGRID3
* xyz -1 4
C 0.686 1.715 -1.574
C 1.871 0.977 -1.269
C 1.741 -0.323 -1.844
H 2.656 1.314 -0.600
C 0.466 -0.397 -2.484
C -0.188 0.853 -2.307
H -1.201 1.094 -2.610
H 0.485 2.727 -1.274
H 2.369 -1.174 -1.578
H -0.015 -1.307 -2.856
Nd 0.138 -0.468 0.114
Br 2.403 -0.997 1.775
C -1.637 -0.076 1.983
C -2.332 0.379 0.832
C -1.770 1.628 0.450
H -3.043 -0.198 0.223
C -0.706 1.925 1.349
C -0.632 0.872 2.292
H 0.185 0.748 3.024
H -1.663 -1.106 2.367
H -2.060 2.227 -0.409
H -0.028 2.776 1.283
C 0.902 -4.408 0.422
C 0.199 -3.367 -0.424
C -0.889 -3.895 -1.344
O -0.530 -2.559 0.458
H 0.145 -4.861 1.076
H 1.662 -3.926 1.048
H 1.354 -5.160 -0.238
H 0.981 -2.835 -1.049
H -1.659 -4.341 -0.700
H -1.364 -3.071 -1.894
H -0.470 -4.631 -2.038
*
```

expectation value of S²	3.754
LUMO energy (spin up / spin down)	2.9 / 2.9	eV
molecular weight	413.42	Da
relative energy (zero: lowest compared OMol25 entry of this formula, charge and spin)	0.0	kJ/mol
electronic energy	-3716.379765	Ha

Mulliken atomic charge list, values in e, 2 entries: C -0.4726; C -0.6513

---

Formula: C13H17BrOTi
Source: the OMol25 dataset
Level of theory: ωB97M-V with the def2-TZVPD basis set

The geometry in ORCA input format:
```
! wB97M-V def2-TZVPD RIJCOSX def2/J DEFGRID3
* xyz 0 1
C -2.257 -0.478 -0.973
C -1.978 -0.982 0.349
C -1.771 0.138 1.222
H -2.018 -2.018 0.665
C -1.813 1.331 0.455
C -2.133 0.964 -0.891
H -2.414 1.675 -1.649
H -2.555 -1.077 -1.837
H -1.737 0.073 2.293
H -1.756 2.354 0.838
Ti -0.061 -0.281 -0.823
Br 0.175 -2.762 -0.701
C 1.453 0.860 -2.095
C 0.315 1.629 -2.506
C -0.652 0.755 -3.053
H 0.260 2.725 -2.523
C -0.120 -0.578 -3.051
C 1.226 -0.507 -2.514
H 1.962 -1.296 -2.603
H 2.401 1.284 -1.747
H -1.591 1.056 -3.510
H -0.593 -1.465 -3.464
C 0.645 0.413 3.194
C 1.524 0.064 2.020
C 2.124 -1.299 2.344
O 0.869 0.040 0.726
H -0.087 -0.357 3.454
H 0.124 1.355 3.080
H 1.288 0.545 4.070
H 2.332 0.798 1.958
H 1.349 -2.065 2.484
H 2.757 -1.644 1.535
H 2.735 -1.252 3.252
*
```

LUMO energy	-0.2	eV
molecular weight	317.05	Da
relative energy (zero: lowest compared OMol25 entry of this formula, charge and spin)	0.0	kJ/mol
electronic energy	-4004.304412	Ha

Mulliken atomic charge list, values in e, 2 entries: C -0.5480; C -0.8219

---

Formula: C13H17ClFeINO2P
Source: the OMol25 dataset
Level of theory: ωB97M-V with the def2-TZVPD basis set

The geometry in ORCA input format:
```
! wB97M-V def2-TZVPD RIJCOSX def2/J DEFGRID3
* xyz 2 6
C 6.824 2.084 -2.081
C 5.354 2.451 -2.151
H 7.373 2.849 -2.645
H 7.059 1.109 -2.514
H 7.217 2.057 -1.063
O 4.899 3.399 -2.747
I 3.945 1.178 -1.052
Fe 0.605 0.166 -0.004
P -0.001 -0.814 -1.960
C -1.369 -0.446 -3.086
C 1.449 -0.714 -3.050
H 0.522 -2.917 -0.886
H -0.240 -3.146 -2.501
H -1.242 -2.684 -1.082
C -0.263 -2.570 -1.566
H 2.362 -0.899 -2.477
H 1.334 -1.458 -3.846
H -1.316 -1.159 -3.918
H -1.278 0.578 -3.463
H 1.503 0.293 -3.477
H -2.319 -0.567 -2.554
C -0.496 1.601 -0.766
O -1.512 2.183 -0.830
Cl 2.447 -0.670 0.769
N -0.689 -0.146 1.223
C -1.621 -0.330 1.921
C -2.596 -0.255 2.946
C -2.591 0.869 3.795
C -3.489 0.957 4.855
C -4.432 -0.061 5.051
C -4.473 -1.164 4.202
C -3.581 -1.267 3.141
H -1.903 1.709 3.628
H -3.468 1.818 5.519
H -5.146 0.010 5.857
H -5.219 -1.947 4.362
H -3.651 -2.101 2.449
*
```

expectation value of S²	8.800
LUMO energy (spin up / spin down)	-7.0 / -10.6	eV
molecular weight	468.46	Da
relative energy (zero: lowest compared OMol25 entry of this formula, charge and spin)	114.6	kJ/mol
electronic energy	-3073.103100	Ha

Mulliken atomic charge list, values in e, 2 entries: C -0.9774; C 0.5808

---

Formula: C13H17ClMgO
Source: the OMol25 dataset
Level of theory: ωB97M-V with the def2-TZVPD basis set

The geometry in ORCA input format:
```
! wB97M-V def2-TZVPD RIJCOSX def2/J DEFGRID3
* xyz -2 1
C 2.290 1.833 1.364
C 2.128 1.851 -0.068
C 2.422 0.553 -0.561
H 1.890 2.730 -0.664
C 2.785 -0.267 0.532
C 2.642 0.483 1.731
H 2.896 0.143 2.735
H 2.368 2.716 2.002
H 2.420 0.259 -1.613
H 3.173 -1.281 0.460
Mg 0.200 0.912 1.535
Cl -1.417 2.356 0.924
C -2.278 -0.952 -1.719
C -1.328 -1.999 -1.939
C -0.315 -1.497 -2.814
H -1.370 -3.001 -1.522
C -0.625 -0.133 -3.114
C -1.833 0.205 -2.427
H -2.324 1.172 -2.437
H -3.182 -1.023 -1.119
H 0.562 -2.040 -3.166
H -0.029 0.530 -3.741
C -2.524 -1.796 2.691
C -1.134 -1.350 3.129
C -0.347 -2.476 3.782
O -0.364 -0.768 2.134
H -2.504 -2.739 2.140
H -2.985 -1.041 2.054
H -3.185 -1.929 3.553
H -1.316 -0.571 3.881
H -0.567 -3.411 3.231
H 0.726 -2.287 3.712
H -0.580 -2.617 4.845
*
```

LUMO energy	5.0	eV
molecular weight	249.04	Da
electronic energy	-1241.123404	Ha

Mulliken atomic charge list, values in e, 2 entries: C -0.8652; C -0.4662

---

Formula: C13H17CrIN2
Source: the OMol25 dataset
Level of theory: ωB97M-V with the def2-TZVPD basis set

The geometry in ORCA input format:
```
! wB97M-V def2-TZVPD RIJCOSX def2/J DEFGRID3
* xyz 0 5
C -1.001 -2.980 -1.040
C 0.063 1.810 -2.029
H -0.240 -3.646 -1.466
H -1.981 -3.237 -1.464
H -1.041 -3.118 0.051
H 0.655 0.929 -2.317
H -0.966 1.520 -1.791
H -0.006 2.441 -2.923
Cr -0.574 -1.075 -1.444
C 0.722 2.572 -0.882
H 1.519 1.997 -0.400
H -0.008 2.833 -0.109
H 1.184 3.498 -1.242
I -1.029 -1.114 -3.856
C -3.079 1.224 1.056
C -2.280 1.397 2.193
C -1.017 0.804 2.240
C -0.581 0.026 1.165
N -1.403 -0.168 0.079
C -2.620 0.433 0.012
C 0.752 -0.525 1.008
C 1.777 -0.473 1.960
C 3.031 -1.000 1.641
C 3.249 -1.531 0.364
C 2.206 -1.545 -0.554
N 0.980 -1.063 -0.236
H -4.055 1.697 0.967
H -2.637 1.992 3.033
H -0.337 0.934 3.080
H -3.195 0.253 -0.899
H 1.560 -0.013 2.926
H 3.835 -0.993 2.374
H 4.216 -1.938 0.070
H 2.299 -1.942 -1.565
*
```

expectation value of S²	6.089
LUMO energy (spin up / spin down)	0.2 / -0.5	eV
molecular weight	380.19	Da
relative energy (zero: lowest compared OMol25 entry of this formula, charge and spin)	0.0	kJ/mol
electronic energy	-1957.232489	Ha

Mulliken atomic charge list, values in e, 2 entries: C -0.9688; C -0.2220

---

Formula: C13H17CuN4O2S
Source: the OMol25 dataset
Level of theory: ωB97M-V with the def2-TZVPD basis set

The geometry in ORCA input format:
```
! wB97M-V def2-TZVPD RIJCOSX def2/J DEFGRID3
* xyz 0 1
Cu -0.941 0.234 -0.682
O -4.386 0.294 6.662
C -4.434 -0.553 5.593
O -5.355 -1.353 5.555
C -3.379 -0.399 4.552
C -2.765 0.811 4.217
C -1.831 0.842 3.197
C -1.480 -0.333 2.502
S -0.249 -0.311 1.307
C -2.150 -1.535 2.798
C -3.076 -1.558 3.818
H -3.594 0.844 6.738
H -3.071 1.754 4.713
H -1.342 1.741 2.839
H -1.837 -2.401 2.220
H -3.635 -2.451 4.065
C 1.643 1.255 -1.452
N 2.887 1.300 -2.244
C 3.566 -0.006 -2.174
N 2.675 -1.126 -2.564
C 1.451 -1.100 -1.755
N 0.686 0.181 -1.877
C 0.414 0.413 -3.345
N 1.628 0.436 -4.156
C 2.511 1.518 -3.675
C 2.319 -0.875 -3.990
H 1.125 2.226 -1.516
H 1.893 1.032 -0.406
H 3.906 -0.178 -1.154
H 4.435 0.029 -2.833
H 1.672 -1.297 -0.681
H 0.799 -1.903 -2.083
H -0.124 1.364 -3.406
H -0.203 -0.398 -3.720
H 1.967 2.462 -3.822
H 3.446 1.531 -4.231
H 3.203 -0.858 -4.620
H 1.624 -1.631 -4.388
*
```

LUMO energy	-0.5	eV
molecular weight	356.92	Da
relative energy (zero: lowest compared OMol25 entry of this formula, charge and spin)	7.9	kJ/mol
electronic energy	-2913.737282	Ha

Mulliken atomic charge list, values in e, 2 entries: Cu 0.0181; O -0.4803

---

Formula: C13H17F4N2OPt
Source: the OMol25 dataset
Level of theory: ωB97M-V with the def2-TZVPD basis set

The geometry in ORCA input format:
```
! wB97M-V def2-TZVPD RIJCOSX def2/J DEFGRID3
* xyz 1 1
Pt 0.237 -0.186 -0.313
C 0.347 -3.019 0.668
N 0.053 -1.631 1.100
C 0.928 -1.286 2.251
C -1.398 -1.592 1.528
C -1.899 -0.172 1.693
N -1.429 0.523 0.510
C -1.850 1.752 0.090
C -1.175 2.336 -0.984
F -0.086 1.613 -1.507
C -1.486 3.548 -1.548
F -0.758 3.990 -2.574
C -2.536 4.286 -1.042
C -3.225 3.749 0.032
F -4.242 4.426 0.560
C -2.905 2.525 0.590
F -3.626 2.076 1.631
H 0.087 -3.698 1.482
H 1.402 -3.114 0.438
H -0.248 -3.256 -0.209
H 0.760 -2.004 3.056
H 0.702 -0.282 2.600
H 1.965 -1.334 1.930
H -1.492 -2.184 2.441
H -1.962 -2.075 0.732
H -1.539 0.285 2.621
H -2.987 -0.205 1.755
H -2.806 5.244 -1.458
C 3.979 -1.964 -1.269
O 2.702 -1.615 -0.667
C 1.911 -0.718 -1.172
C 2.347 -0.068 -2.442
H 3.839 -2.291 -2.296
H 4.364 -2.778 -0.665
H 4.649 -1.110 -1.220
H 3.367 0.316 -2.380
H 1.680 0.737 -2.731
H 2.327 -0.826 -3.233
*
```

LUMO energy	-3.5	eV
molecular weight	488.36	Da
relative energy (zero: lowest compared OMol25 entry of this formula, charge and spin)	0.0	kJ/mol
electronic energy	-1208.785628	Ha

Mulliken atomic charge list, values in e, 2 entries: Pt 0.5707; C -0.9142

---

Formula: C13H17F6NO2PdSSe2
Source: the OMol25 dataset
Level of theory: ωB97M-V with the def2-TZVPD basis set

The geometry in ORCA input format:
```
! wB97M-V def2-TZVPD RIJCOSX def2/J DEFGRID3
* xyz 1 2
Pd -0.119 -0.044 -0.284
O 0.052 -0.157 1.716
N 0.008 -1.385 2.257
C -0.073 -1.432 3.604
C -0.081 -2.638 4.247
C 0.000 -3.809 3.490
C 0.071 -3.730 2.120
C 0.061 -2.483 1.489
S 0.092 -2.305 -0.237
H -0.129 -0.465 4.081
H -0.151 -2.662 5.324
H 0.001 -4.774 3.976
H 0.125 -4.615 1.502
C 0.570 -1.364 -3.452
Se -0.385 0.141 -2.675
C 0.967 1.526 -2.940
C 2.342 1.168 -2.418
Se 2.376 0.589 -0.549
C 2.347 2.315 0.324
H 0.918 -1.070 -4.440
H -0.143 -2.179 -3.549
H 1.399 -1.672 -2.822
H 0.538 2.384 -2.426
H 0.999 1.725 -4.012
H 3.001 2.035 -2.472
H 2.809 0.360 -2.978
H 3.346 2.738 0.254
H 2.077 2.131 1.360
H 1.594 2.941 -0.144
C -2.984 2.381 -0.565
C -1.609 2.704 0.026
O -0.604 1.931 -0.519
C -1.242 4.156 -0.364
F -0.132 4.581 0.263
F -0.988 4.209 -1.686
F -2.219 5.027 -0.109
C -1.686 2.589 1.564
F -2.435 3.554 2.107
F -2.244 1.417 1.917
F -0.477 2.646 2.138
H -2.967 2.591 -1.633
H -3.782 2.959 -0.103
H -3.187 1.321 -0.418
*
```

expectation value of S²	0.756
LUMO energy (spin up / spin down)	-4.3 / -5.6	eV
molecular weight	629.68	Da
relative energy (zero: lowest compared OMol25 entry of this formula, charge and spin)	0.0	kJ/mol
electronic energy	-6638.687923	Ha

Mulliken atomic charge list, values in e, 2 entries: Pd -0.2554; O -0.5579

---

Formula: C13H17FO12
Source: the OMol25 dataset
Level of theory: ωB97M-V with the def2-TZVPD basis set

The geometry in ORCA input format:
```
! wB97M-V def2-TZVPD RIJCOSX def2/J DEFGRID3
* xyz 0 1
O 2.078 -0.767 0.134
C 1.969 -1.388 1.206
O 1.018 -2.231 1.619
C 1.256 -2.784 2.911
C 2.810 -2.661 2.872
F 3.274 -3.785 2.523
O 3.037 -1.466 2.124
H 0.698 -2.171 3.618
H 0.880 -3.800 2.796
H 3.004 -2.477 3.928
C -2.553 -1.592 1.918
C -3.300 -0.648 0.995
C -3.790 0.745 1.547
O -3.487 1.629 0.464
C -2.492 1.057 -0.226
O -1.859 1.675 -1.046
O -2.329 -0.254 0.058
H -2.251 -2.465 1.340
H -3.310 -2.048 2.557
H -1.734 -1.147 2.483
H -4.114 -1.136 0.459
H -3.439 1.130 2.505
H -4.877 0.820 1.584
O 0.993 4.798 -2.574
C 1.446 4.130 -1.652
O 2.282 4.463 -0.714
C 2.590 3.417 0.166
C 1.820 2.291 -0.461
O 1.123 2.913 -1.559
H 3.670 3.271 0.205
H 2.205 3.598 1.169
H 1.043 1.777 0.106
H 2.466 1.474 -0.783
O 1.115 -2.364 -5.040
C 0.595 -1.574 -4.219
O 1.100 -1.397 -3.026
C 0.211 -0.590 -2.387
C -0.765 0.150 -3.363
O -0.523 -0.782 -4.385
H -0.445 -1.088 -1.672
H 0.782 0.014 -1.682
H -0.442 1.168 -3.580
H -1.756 0.094 -2.913
*
```

LUMO energy	-0.1	eV
molecular weight	384.26	Da
relative energy (zero: lowest compared OMol25 entry of this formula, charge and spin)	248.3	kJ/mol
electronic energy	-1508.259145	Ha

Mulliken atomic charge list, values in e, 2 entries: O -0.4926; C 0.5598

---

Formula: C13H17IrN2O4SSe3Te
Source: the OMol25 dataset
Level of theory: ωB97M-V with the def2-TZVPD basis set

The geometry in ORCA input format:
```
! wB97M-V def2-TZVPD RIJCOSX def2/J DEFGRID3
* xyz -1 2
Ir -0.899 0.460 -1.731
Se -0.014 1.733 -3.586
Se 0.162 3.806 -2.517
Te -2.279 4.160 -2.092
Se -2.865 1.870 -1.474
O -1.990 -0.469 -3.208
N -1.486 -0.969 -4.320
O -2.228 -1.689 -4.954
O -0.345 -0.681 -4.642
S 2.334 -2.981 -1.277
C 1.325 -1.751 -1.570
N 0.604 -0.859 -1.791
C -2.737 -0.876 1.748
C -1.612 -1.841 1.363
C -1.845 -2.442 -0.025
C -0.222 -1.260 1.577
C 0.643 -1.956 2.413
C 1.907 -1.479 2.714
C 2.297 -0.259 2.196
C 1.469 0.484 1.360
C 1.984 1.827 0.875
C 0.995 2.979 1.072
C 2.509 1.748 -0.560
C 0.218 -0.050 1.013
O -0.632 0.638 0.205
H -3.701 -1.390 1.704
H -2.771 -0.020 1.075
H -2.595 -0.498 2.762
H -1.669 -2.678 2.067
H -2.011 -1.681 -0.789
H -2.740 -3.070 -0.010
H -0.998 -3.052 -0.341
H 0.310 -2.899 2.832
H 2.573 -2.047 3.352
H 3.273 0.144 2.444
H 2.845 2.050 1.515
H 0.124 2.875 0.430
H 1.481 3.930 0.837
H 0.651 3.015 2.108
H 1.715 1.511 -1.266
H 3.265 0.966 -0.649
H 2.956 2.701 -0.857
*
```

expectation value of S²	0.757
LUMO energy (spin up / spin down)	1.5 / 0.0	eV
molecular weight	854.05	Da
relative energy (zero: lowest compared OMol25 entry of this formula, charge and spin)	0.0	kJ/mol
electronic energy	-8890.909892	Ha

Mulliken atomic charge list, values in e, 2 entries: Ir 1.8467; Se -0.0921